{"formula": "C22H22AuBN4O2S3", "method": "ωB97M-V with the def2-TZVPD basis set", "max_force_ev_per_a": 0.53, "de_lowest_ev": 2.7191, "species": ["Au", "S", "C", "C", "C", "C", "N", "C", "C", "C", "S", "C", "N", "H", "H", "C", "N", "C", "C", "N", "C", "S", "H", "H", "H", "H", "H", "H", "H", "H", "C", "C", "C", "C", "C", "C", "C", "C", "O", "B", "O", "C", "C", "H", "H", "H", "H", "H", "H", "H", "H", "H", "H", "H", "H"], "xyz": [[1.25, 0.33, -2.22], [3.30, 1.75, -2.09], [2.65, 2.28, -3.58], [2.53, 3.69, -3.79], [2.03, 4.22, -4.94], [1.95, 5.63, -5.10], [1.88, 6.78, -5.22], [1.56, 3.35, -5.97], [1.63, 2.00, -5.80], [2.17, 1.40, -4.63], [2.17, -0.30, -4.53], [1.02, 3.90, -7.18], [0.58, 4.33, -8.14], [2.86, 4.34, -2.99], [1.26, 1.34, -6.58], [-3.05, 2.04, -0.65], [-1.74, 2.57, -0.39], [-1.35, 3.00, 0.94], [0.13, 3.39, 0.77], [0.33, 3.22, -0.66], [-0.74, 2.69, -1.27], [-0.79, 2.24, -2.90], [-3.24, 1.18, -0.01], [-3.10, 1.72, -1.69], [-3.82, 2.80, -0.47], [-1.48, 2.18, 1.64], [-1.97, 3.84, 1.27], [0.79, 2.72, 1.34], [0.32, 4.42, 1.07], [1.23, 3.16, -1.10], [0.72, -5.24, 3.90], [-0.63, -4.53, 3.75], [-1.60, -5.44, 2.98], [-1.20, -4.30, 5.14], [-0.43, -3.23, 2.97], [-0.73, -1.98, 3.52], [-0.54, -0.78, 2.83], [-0.04, -0.88, 1.55], [0.25, 0.11, 0.64], [0.73, -0.56, -0.48], [0.75, -1.92, -0.28], [0.26, -2.11, 0.99], [0.08, -3.29, 1.67], [0.60, -6.17, 4.45], [1.43, -4.61, 4.43], [1.16, -5.49, 2.93], [-1.75, -6.37, 3.52], [-1.22, -5.68, 1.98], [-2.57, -4.95, 2.86], [-1.34, -5.26, 5.65], [-2.18, -3.81, 5.10], [-0.54, -3.69, 5.76], [-1.12, -1.92, 4.53], [-0.77, 0.17, 3.28], [0.33, -4.23, 1.20]]}